# 1
ORCA calculation (ωB97M-V/def2-TZVPD) on C6H10N2 in the gas phase in a non-equilibrium geometry.

Cartesian coordinates (Å):
C: 0.447 1.317 -2.512
C: 0.680 0.156 -1.911
C: 0.403 -0.269 -0.608
C: 0.431 -1.607 -0.307
C: -0.027 -2.238 0.973
C: 0.108 0.698 0.353
N: -0.740 0.499 1.281
N: -1.079 1.386 2.114
H: 0.800 1.616 -3.552
H: 0.125 2.208 -1.954
H: 1.011 -0.594 -2.654
H: 0.623 -2.245 -1.175
H: -1.177 -2.157 0.999
H: 0.354 -1.772 1.930
H: 0.212 -3.462 1.078
H: 0.569 1.713 0.219
H: -1.578 0.963 2.974
H: -0.460 2.189 2.439

Calculated values
Total charge: 0
HOMO level: -7.8 eV
Kohn-Sham gap: 8.61 eV
Strongest force on any atom: 6.811 eV/A
Calculated total energy: -344.00573 Eh
Structure (SMILES): C=CC(=C/C)/C=N/N
LUMO level: 0.0306 Eh
Energy relative to the best compared isomer or geometry (same formula, charge and spin): 82.19 kcal per mole

natural (NBO) population analysis, charges in e, atoms 1 to 6: -0.40 -0.19 -0.14 -0.10 -0.66 -0.04

***

# 2
ORCA calculation (ωB97M-V/def2-TZVPD) on C5H8N2O in the gas phase in a non-equilibrium geometry.

Cartesian coordinates (Å):
O: 1.762 -2.152 1.292
C: 1.014 -1.422 0.706
N: -0.008 -0.590 1.546
C: -1.161 -0.149 0.659
C: -1.130 -0.065 -0.831
N: 0.238 0.187 -1.212
C: 0.833 0.897 -0.321
C: 0.079 0.670 1.093
H: 0.858 -1.395 -0.402
H: -2.273 -0.112 1.207
H: -1.780 0.773 -1.236
H: -1.737 -0.855 -1.427
H: 0.361 0.179 -2.199
H: 1.002 2.094 -0.634
H: 1.918 0.569 -0.198
H: 0.024 1.371 1.959

Calculated values
Total charge: 0
HOMO level: -8.6 eV
Kohn-Sham gap: 9.34 eV
Strongest force on any atom: 9.999 eV/A
Calculated total energy: -379.89901 Eh
Structure (SMILES): O=CN1[C@@H]2CNC[C@@H]21
LUMO level: 0.0264 Eh
Energy relative to the best compared isomer or geometry (same formula, charge and spin): 118.70 kcal per mole

natural (NBO) population analysis, charges in e, atoms 1 to 6: -0.51 0.50 -0.43 -0.13 -0.26 -0.67